[1]
ORCA calculation (the ωB97M-V functional and the def2-TZVPD basis) on the molecule C5H9NOSe.

Computed properties:
E_LUMO (alpha / beta) = -0.89 / -0.89 eV
Energy = -74212.3861 eV
Frontier orbital gap (alpha / beta) = 7.46 / 7.47 eV
ΔE to the lowest compared entry with this formula, charge and spin = 143.07 kJ/mol

Atoms and positions in Å:
C: 0.51042 -1.24897 0.36708
C: -1.83330 -1.60014 -0.43956
C: 0.26296 0.24216 0.34567
C: 0.74102 1.00857 1.69534
C: 0.73163 1.04446 -0.84500
N: -0.62860 -2.01064 0.14771
O: 1.58809 -1.64910 0.76611
Se: -2.39094 0.19843 0.12103
H: -1.96596 -1.55636 -1.49453
H: -2.76752 -2.25634 -0.09580
H: 0.06078 0.64072 2.52711
H: 0.50428 2.07701 1.43268
H: 1.84777 0.74383 1.84546
H: 0.45478 0.42212 -1.68537
H: 1.87303 1.31423 -0.86126
H: 0.17829 1.99946 -1.00010
H: -0.70408 -2.94005 0.59214

Forces on atoms 1 to 3 (eV/Å):
C -1.342 0.256 0.948
C -4.068 -0.109 1.153
C -0.401 2.419 1.305

The molecule's natural (NBO) atomic charges, reported in e, are given here: 0.587 -0.378 0.117 -0.663 -0.707 -0.643 -0.573 0.021 0.199 0.221 0.234 0.221 0.249 0.218 0.236 0.243 0.418

[2]
ORCA calculation (the ωB97M-V functional and the def2-TZVPD basis) on a structure of composition C27H56N8O2S2Si3Sn.

Computed properties:
E_LUMO = -6.82 eV
Charge = +2
Energy = -96047.3531 eV
Frontier orbital gap = 5.74 eV
ΔE to the lowest compared entry with this formula, charge and spin = 0.00 kJ/mol

Atoms and positions in Å:
Sn: 0.02510 0.16954 0.29845
C: -1.20045 4.07733 3.29224
Si: -1.09657 2.32061 2.65724
C: -0.88222 1.16656 4.12069
C: -2.77941 1.86439 1.93711
C: 0.28865 2.10921 1.38770
Si: 1.99091 1.96283 2.23522
C: 3.38227 2.03994 0.96655
C: 2.18305 0.33390 3.17404
C: 2.29565 3.29981 3.50774
Si: 0.35080 3.47001 0.11866
C: 1.39755 4.96711 0.51774
C: -1.27484 4.21494 -0.47510
C: 1.09281 2.58222 -1.41428
C: 1.67214 3.23744 -2.49599
C: 2.18382 2.51290 -3.56023
C: 2.10792 1.12630 -3.53762
C: 1.51660 0.51860 -2.45068
N: 1.02553 1.23131 -1.42598
H: -1.97794 4.15019 4.05658
H: -1.44994 4.79820 2.51144
H: -0.26301 4.39846 3.74759
H: -1.79312 1.18664 4.72345
H: -0.05639 1.45760 4.77030
H: -0.70885 0.13167 3.81163
H: -3.52350 1.91025 2.73632
H: -2.79543 0.84285 1.54193
H: -3.11689 2.55175 1.15745
H: 3.34140 1.21656 0.25295
H: 4.33585 1.97720 1.49870
H: 3.40052 2.97037 0.39912
H: 1.65604 -0.51637 2.73661
H: 1.84950 0.43911 4.20619
H: 3.24475 0.07232 3.20235
H: 2.25594 4.30998 3.10100
H: 3.29137 3.15579 3.93590
H: 1.58278 3.23957 4.33218
H: 0.98761 5.47118 1.39660
H: 1.35275 5.68446 -0.30520
H: 2.44471 4.75142 0.71888
H: -1.90938 4.53400 0.35287
H: -1.87312 3.58901 -1.13399
H: -1.02961 5.11445 -1.04533
H: 1.73011 4.31823 -2.49356
H: 2.64072 3.02080 -4.39959
H: 2.50003 0.52693 -4.34674
H: 1.42682 -0.55990 -2.37379
N: -2.11122 0.94247 -1.25330
C: -3.33022 0.55591 -2.00676
C: -4.47946 -0.01613 -1.16857
C: -4.59155 -1.54531 -1.04506
C: -4.09257 -2.14645 0.26361
N: -2.61793 -2.08157 0.27529
H: -2.37998 1.68506 -0.61586
H: -1.48974 1.38832 -1.92377
H: -3.03647 -0.14527 -2.79082
H: -3.72471 1.44276 -2.50949
H: -5.38836 0.33890 -1.65436
H: -4.47658 0.44409 -0.17615
H: -4.07232 -2.02814 -1.88162
H: -5.63451 -1.84486 -1.14244
H: -4.40880 -3.19060 0.34973
H: -4.48308 -1.59421 1.11718
H: -2.17502 -2.12794 -0.64299
H: -1.05273 -3.28163 0.64425
S: -0.07715 -3.22821 -1.45316
C: -0.46961 -4.70580 -2.24469
N: -0.96212 -4.69867 -3.48148
C: -1.23896 -5.90650 -4.26275
C: -1.60943 -7.02836 -3.30971
C: -0.50801 -7.18027 -2.27678
N: -0.26515 -5.87915 -1.64706
H: -1.07665 -3.79223 -3.90236
H: -0.35754 -6.17408 -4.85011
H: -2.04944 -5.68523 -4.95395
H: -1.74782 -7.96007 -3.85429
H: -2.55007 -6.78688 -2.81042
H: 0.41213 -7.53825 -2.74431
H: -0.78686 -7.88747 -1.49818
H: 0.19776 -5.84050 -0.75457
N: 2.40403 -1.10662 0.34642
C: 3.51858 -1.41192 0.44127
N: 4.76179 -1.80319 0.55344
C: 5.73009 -1.53151 -0.52335
C: 6.62009 -0.37057 -0.11057
O: 7.23485 -0.63592 1.13429
C: 6.28478 -0.79238 2.16880
C: 5.37372 -1.97439 1.88340
H: 5.19219 -1.32101 -1.44636
H: 6.32904 -2.43317 -0.65992
H: 6.02572 0.55175 -0.04874
H: 7.41960 -0.22622 -0.83512
H: 5.68636 0.12386 2.27090
H: 6.84062 -0.95260 3.09089
H: 4.58865 -2.07131 2.63170
H: 5.95564 -2.89694 1.85772
O: -3.29045 -2.41908 3.11221
S: -2.15032 -3.14934 2.63168
N: -1.92221 -2.89820 1.08902

Forces on atoms 1 to 3 (eV/Å):
Sn -0.123 -0.067 0.298
C 0.021 0.018 -0.021
Si -0.023 0.029 0.056

The molecule's Mulliken atomic charges, reported in e, are given here: 1.006 -0.933 -0.089 -1.071 -0.456 0.403 -0.326 -0.722 -0.588 -1.114 -0.739 -1.202 -1.219 0.444 -0.702 -0.471 -0.957 -0.479 0.784 0.439 0.281 0.297 0.453 0.281 0.221 0.622 -0.378 0.396 -0.020 0.527 0.336 0.133 0.482 0.140 0.343 0.424 0.320 0.348 0.496 0.387 0.336 0.405 0.470 0.486 0.479 0.477 0.479 0.289 -0.956 -0.511 -1.118 -0.607 0.284 -0.620 0.130 0.514 0.479 0.433 0.254 0.404 0.399 0.478 0.426 0.000 -0.065 -0.489 0.264 -0.121 -0.612 -0.545 -0.588 -0.126 0.222 0.299 0.378 0.349 0.276 0.300 0.366 0.222 -0.326 0.166 -0.044 -0.643 -0.313 -0.421 -0.072 -0.672 0.436 0.297 0.140 0.395 -0.035 0.399 0.486 0.292 -0.365 0.475 0.164